1.
Computed, not measured: H26O13 as an isolated structure, with ωB97M-V with the def2-TZVPD basis set.

XYZ file:
```
39
H26O13 ωB97M-V with the def2-TZVPD basis set
O -22.715 -4.092 7.745
H -21.975 -3.519 7.549
H -23.224 -3.612 8.398
O -20.932 -3.986 6.357
H -21.330 -4.271 5.534
H -20.610 -3.104 6.175
O -21.315 -4.182 4.201
H -21.956 -4.890 4.133
H -21.801 -3.394 3.960
O -19.329 -5.196 3.865
H -18.505 -4.713 3.933
H -20.000 -4.516 3.803
O -18.517 -3.615 7.465
H -18.763 -3.475 6.551
H -17.592 -3.374 7.505
O -18.616 -3.017 5.408
H -17.940 -2.357 5.565
H -18.230 -3.605 4.758
O -20.068 -2.048 4.056
H -19.453 -2.473 4.654
H -20.818 -1.820 4.605
O -20.076 -1.813 6.444
H -20.100 -1.331 7.271
H -19.144 -1.916 6.254
O -21.550 -6.277 7.451
H -20.970 -5.986 6.747
H -22.378 -5.828 7.280
O -21.693 -0.954 5.564
H -22.524 -1.251 5.935
H -21.033 -1.238 6.198
O -20.517 -3.758 8.563
H -19.625 -3.785 8.910
H -20.418 -3.948 7.630
O -20.140 -6.099 5.814
H -19.836 -5.411 5.222
H -19.960 -6.915 5.347
O -23.611 -3.780 5.013
H -24.302 -4.302 4.606
H -23.380 -4.265 5.806
```

Energy relative to the best compared isomer or geometry (same formula, charge and spin) = 15.458 eV
Kohn-Sham gap = 6.9241 eV
Molecular weight = 234.2 g/mol
Max |F| = 0.15901 Eh/bohr

2.
Computed, not measured: C40H31O7S3TeW as an isolated structure, with ωB97M-V with the def2-TZVPD basis set.

XYZ file:
```
83
C40H31O7S3TeW ωB97M-V with the def2-TZVPD basis set
W -0.051 -0.660 -0.196
O -0.530 1.237 3.300
C -0.413 0.900 2.155
O -0.685 -0.260 1.634
C 0.128 1.904 1.024
O 0.507 3.011 1.288
O 0.043 1.344 -0.138
C 7.797 -2.305 3.583
C 6.490 -2.056 2.902
C 6.138 -2.772 1.759
C 4.900 -2.601 1.167
C 3.994 -1.703 1.716
C 4.345 -0.946 2.822
C 5.586 -1.124 3.404
S 2.339 -1.728 0.996
O 1.856 -0.287 0.862
C 1.489 -2.236 2.510
C 1.199 -1.340 3.549
C 0.399 -1.746 4.583
C -0.148 -3.047 4.614
C -1.060 -3.448 5.614
C -1.625 -4.693 5.579
C -1.294 -5.601 4.560
C -0.404 -5.252 3.583
C 0.182 -3.968 3.581
C 1.037 -3.536 2.540
C 1.337 -4.333 1.332
C 2.505 -5.116 1.204
C 3.388 -5.331 2.284
C 4.550 -6.026 2.099
C 4.879 -6.536 0.833
C 4.024 -6.373 -0.224
C 2.816 -5.661 -0.071
C 1.920 -5.457 -1.145
C 0.783 -4.712 -1.000
C 0.518 -4.123 0.244
S -0.814 -2.936 0.552
O 0.796 -1.519 -1.355
C -1.986 -3.483 -0.705
C -3.011 -4.328 -0.315
C -3.940 -4.733 -1.254
C -3.850 -4.315 -2.576
C -4.856 -4.760 -3.584
C -2.800 -3.476 -2.951
C -1.870 -3.047 -2.023
H 8.581 -2.526 2.863
H 7.699 -3.167 4.244
H 8.094 -1.452 4.186
H 6.845 -3.468 1.332
H 4.619 -3.168 0.291
H 3.661 -0.224 3.235
H 5.857 -0.536 4.268
H 1.567 -0.327 3.508
H 0.147 -1.052 5.370
H -1.321 -2.745 6.392
H -2.343 -4.986 6.330
H -1.761 -6.575 4.548
H -0.149 -5.942 2.793
H 3.129 -4.939 3.256
H 5.230 -6.184 2.923
H 5.811 -7.066 0.707
H 4.270 -6.783 -1.192
H 2.151 -5.900 -2.102
H 0.106 -4.560 -1.825
H -3.068 -4.658 0.710
H -4.741 -5.391 -0.959
H -5.598 -5.414 -3.134
H -4.371 -5.291 -4.403
H -5.369 -3.897 -4.004
H -2.714 -3.167 -3.981
H -1.030 -2.406 -2.296
O -0.279 0.646 -2.662
H 0.310 0.217 -3.299
H 0.097 1.517 -2.462
Te -2.642 -0.202 -0.453
C -3.622 1.159 -1.762
C -3.476 1.396 -3.115
C -4.490 2.201 -3.641
C -5.412 2.582 -2.698
S -5.054 1.957 -1.153
H -2.656 1.002 -3.688
H -4.557 2.484 -4.676
H -6.279 3.195 -2.847
```

Energy relative to the best compared isomer or geometry (same formula, charge and spin) = 0.000 eV
⟨S²⟩ = 2.01
Multiplicity = 3
Charge = +1
Kohn-Sham gap (spin up / spin down) = 7.7994 / 5.5325 eV
Molecular weight = 1031.3 g/mol
Max |F| = 0.06696 Eh/bohr

3.
Computed, not measured: C4H8N2OS as an isolated structure, with ωB97M-V with the def2-TZVPD basis set.

XYZ file:
```
16
C4H8N2OS ωB97M-V with the def2-TZVPD basis set
C -2.921 -0.347 0.721
C 0.333 1.375 0.470
C 0.316 -0.961 -0.207
C 2.727 -0.273 0.399
H -4.029 -0.117 0.582
H -2.812 0.440 1.435
H -3.079 -1.341 1.134
H -0.332 2.440 0.005
H 0.373 1.147 1.673
H 1.319 1.360 -0.050
H -0.277 -1.792 -0.478
H 3.019 -0.565 1.556
N -0.394 0.229 -0.101
N 1.599 -1.042 0.100
O 3.406 0.392 -0.463
S -2.037 0.138 -0.653
```

Energy relative to the best compared isomer or geometry (same formula, charge and spin) = 3.710 eV
Kohn-Sham gap = 9.9756 eV
Molecular weight = 132.2 g/mol
Max |F| = 0.10349 Eh/bohr

4.
Computed, not measured: an isolated ion of composition C5H9N6O2 and charge +1, with ωB97M-V with the def2-TZVPD basis set.

XYZ file:
```
22
C5H9N6O2 ωB97M-V with the def2-TZVPD basis set
C -1.237 -1.323 1.739
N -0.450 -0.667 0.700
N -0.570 0.567 0.531
C -0.256 1.224 -0.591
N -0.327 0.699 -1.856
N -0.492 -0.529 -1.959
C -0.022 -1.494 -1.256
C 1.269 -1.499 -0.471
N 1.430 -2.719 0.160
O 1.965 -0.540 -0.413
C -0.098 2.635 -0.560
N 0.195 3.291 0.554
O 0.003 3.237 -1.681
H -1.028 -0.596 2.687
H -2.353 -1.231 1.513
H -0.788 -2.236 2.030
H -0.428 -2.579 -1.493
H 0.603 -3.422 0.091
H 2.275 -2.805 0.770
H 0.105 3.009 1.620
H 0.247 4.308 0.320
H -0.044 2.668 -2.434
```

Structure (SMILES) = C/N=N/C(=N\N=C/C(N)=O)C(=[NH2+])O
Energy relative to the best compared isomer or geometry (same formula, charge and spin) = 2.366 eV
Charge = +1
Kohn-Sham gap (spin up / spin down) = 7.6641 / 7.6641 eV
Molecular weight = 185.2 g/mol
Max |F| = 0.09593 Eh/bohr